Entry 1:
DFT (ωB97M-V/def2-TZVPD) results for a molecular structure, C34H76IN8O13PS at a distorted geometry.

Output
* relative energy (zero: lowest compared OMol25 entry of this formula, charge and spin): 1.047 eV
* gap between HOMO and LUMO: 0.302 Ha
* F_max: 5.89 eV Å⁻¹

```
134
C34H76IN8O13PS (ωB97M-V/def2-TZVPD)
C 5.19 1.44 1.42
O 5.70 0.23 0.89
C 5.53 0.07 -0.51
C 4.11 0.36 -1.01
C 3.73 -0.47 -2.25
C 3.55 -1.98 -1.96
C 2.16 -2.19 -1.34
C 2.03 -3.43 -0.43
C 1.94 -3.09 1.07
C 0.68 -2.31 1.50
C 0.92 -0.79 1.74
C 0.29 0.14 0.69
C -1.05 0.72 1.13
P -2.08 1.27 -0.28
N -1.23 2.02 -1.32
O -3.31 2.07 0.34
O -2.94 0.03 -0.79
O -1.78 -0.30 1.87
S -1.30 -0.47 3.37
O -1.74 0.66 4.13
O -1.69 -1.79 3.77
C 0.50 -0.43 3.17
I 1.31 1.48 3.72
H 4.16 1.31 1.78
H 5.22 2.25 0.68
H 5.81 1.72 2.27
H 6.25 0.69 -1.05
H 5.78 -0.97 -0.71
H 4.06 1.42 -1.30
H 3.38 0.22 -0.21
H 2.75 -0.11 -2.58
H 4.43 -0.28 -3.07
H 4.33 -2.37 -1.30
H 3.62 -2.50 -2.92
H 1.41 -2.21 -2.13
H 1.96 -1.31 -0.73
H 2.92 -4.06 -0.57
H 1.17 -4.04 -0.70
H 2.85 -2.54 1.37
H 1.96 -4.03 1.62
H 0.33 -2.74 2.44
H -0.12 -2.44 0.77
H 2.00 -0.63 1.71
H 0.96 0.97 0.44
H 0.15 -0.41 -0.25
H -0.91 1.61 1.76
H -0.24 2.06 -1.12
H -2.99 2.83 0.85
H -2.39 -0.74 -0.99
H 0.90 -1.15 3.88
C 0.84 6.42 -3.81
C 0.26 5.29 -2.99
O 0.63 5.05 -1.84
N -0.69 4.52 -3.56
C -1.26 4.61 -4.89
H 1.58 6.93 -3.20
H 1.32 6.05 -4.71
H 0.07 7.14 -4.10
H -1.01 3.78 -2.94
H -2.34 4.75 -4.84
H -1.06 3.69 -5.45
H -0.84 5.45 -5.43
C -4.61 7.96 -7.52
C -4.31 6.94 -6.45
O -3.17 6.58 -6.20
N -5.36 6.43 -5.75
C -6.77 6.73 -5.90
H -3.67 8.26 -7.97
H -5.26 7.54 -8.29
H -5.11 8.84 -7.10
H -5.10 5.76 -5.05
H -7.18 7.14 -4.98
H -7.34 5.84 -6.16
H -6.91 7.47 -6.69
C -4.28 -4.36 6.64
C -4.30 -3.45 7.85
O -4.63 -3.84 8.95
N -3.93 -2.15 7.65
C -3.51 -1.53 6.41
H -4.59 -5.35 6.95
H -4.96 -4.01 5.87
H -3.28 -4.41 6.21
H -3.95 -1.59 8.48
H -2.49 -1.15 6.51
H -4.16 -0.69 6.16
H -3.52 -2.24 5.59
C 7.22 -1.76 -6.28
C 5.94 -1.27 -5.64
O 5.44 -1.83 -4.68
N 5.36 -0.16 -6.17
C 5.81 0.64 -7.29
H 7.54 -2.64 -5.73
H 7.06 -2.03 -7.32
H 8.00 -1.01 -6.23
H 4.51 0.12 -5.70
H 6.00 1.67 -6.99
H 5.06 0.65 -8.09
H 6.73 0.23 -7.70
C -0.50 -4.23 6.87
C -0.17 -4.70 5.47
O 0.21 -3.93 4.61
N -0.34 -6.02 5.20
C -0.81 -7.07 6.08
H -0.32 -3.16 6.91
H -1.54 -4.43 7.12
H 0.13 -4.73 7.61
H -0.11 -6.27 4.25
H -0.05 -7.85 6.20
H -1.72 -7.53 5.70
H -1.02 -6.66 7.06
C -7.81 -5.65 5.29
C -6.87 -6.49 4.45
O -5.79 -6.85 4.87
N -7.28 -6.83 3.20
C -8.53 -6.49 2.54
H -7.34 -5.47 6.25
H -8.02 -4.69 4.81
H -8.76 -6.17 5.46
H -6.61 -7.38 2.69
H -9.08 -7.39 2.27
H -8.35 -5.91 1.63
H -9.15 -5.89 3.20
C 3.60 4.81 -0.91
C 4.89 4.02 -0.92
O 5.02 2.96 -0.32
N 5.93 4.52 -1.64
C 5.96 5.75 -2.41
H 2.88 4.27 -0.30
H 3.75 5.80 -0.49
H 3.19 4.91 -1.91
H 6.76 3.95 -1.61
H 6.17 5.54 -3.47
H 6.73 6.42 -2.04
H 5.01 6.25 -2.35
```

***

Entry 2:
DFT (ωB97M-V/def2-TZVPD) results for a molecular structure, C4H5NO at a distorted geometry.

Output
* relative energy (zero: lowest compared OMol25 entry of this formula, charge and spin): 3.084 eV
* gap between HOMO and LUMO: 0.394 Ha
* F_max: 2.19 eV Å⁻¹

```
11
C4H5NO (ωB97M-V/def2-TZVPD)
C -0.99 -0.30 0.96
C -0.02 0.61 0.90
C 1.68 -0.82 -0.85
O 1.68 -1.89 -0.46
C -0.16 1.75 0.03
N -0.28 2.60 -0.74
H -1.93 -0.16 0.43
H -0.30 -0.78 -1.50
H -0.86 -1.23 1.51
H 0.94 0.48 1.39
H 0.23 -0.24 -1.67
```

***

Entry 3:
DFT (ωB97M-V/def2-TZVPD) results for 2 unconnected molecules or ions with the total composition C13H10OS at a distorted geometry.

Output
* relative energy (zero: lowest compared OMol25 entry of this formula, charge and spin): 3.323 eV
* gap between HOMO and LUMO: 0.300 Ha
* F_max: 6.10 eV Å⁻¹

```
25
C13H10OS (ωB97M-V/def2-TZVPD)
C 2.75 2.27 -0.26
C 1.64 2.50 -1.03
C 2.73 1.36 0.74
C -1.02 -3.20 -1.61
C 0.54 1.72 -0.80
C 1.62 0.67 1.13
C -0.70 -1.86 -1.39
C -1.26 -3.88 -0.49
C 0.46 0.89 0.34
C -0.88 -1.53 -0.09
C -1.66 0.29 1.93
C -2.27 1.06 0.79
C -0.86 0.44 0.79
O -1.73 -0.10 3.06
S -1.14 -2.88 0.94
H 3.67 2.84 -0.30
H 1.61 3.26 -1.76
H 3.62 1.18 1.40
H -1.10 -3.61 -2.53
H -0.30 1.93 -1.29
H 1.56 0.17 1.98
H -0.44 -1.28 -2.26
H -1.59 -4.97 -0.37
H -2.96 0.70 0.20
H -2.28 2.04 0.88
```

***

Entry 4:
DFT (ωB97M-V/def2-TZVPD) results for C5H5NO2 in the gas phase at a distorted geometry.

Output
* relative energy (zero: lowest compared OMol25 entry of this formula, charge and spin): 5.339 eV
* structure (SMILES): O=[N+]([O-])C1=CCC=C1
* gap between HOMO and LUMO: 0.361 Ha
* F_max: 6.16 eV Å⁻¹

```
13
C5H5NO2 (ωB97M-V/def2-TZVPD)
C 0.14 -1.53 -0.63
C 0.81 -0.63 0.05
C -1.27 0.52 -0.30
C -1.46 -0.64 -0.92
C 0.08 0.65 0.32
N -2.54 -1.17 -1.64
O -2.55 -2.37 -1.85
O -3.40 -0.39 -2.00
H 0.28 -2.51 -1.02
H 1.81 -0.75 0.42
H -2.00 1.31 -0.21
H 0.00 0.84 1.40
H 0.61 1.51 -0.11
```

***

Entry 5:
DFT (ωB97M-V/def2-TZVPD) results for C4H9NO in the gas phase.

Output
* relative energy (zero: lowest compared OMol25 entry of this formula, charge and spin): 1.918 eV
* structure (SMILES): CC[C@H]1O[C@H]1N
* gap between HOMO and LUMO: 0.402 Ha
* F_max: 0.34 eV Å⁻¹

```
15
C4H9NO (ωB97M-V/def2-TZVPD)
C 2.09 0.38 -0.61
C 0.65 -0.07 -0.88
C 0.04 -0.37 0.46
C -1.32 -0.19 0.96
O -0.32 0.76 1.25
N -2.39 0.22 0.12
H 2.64 0.64 -1.51
H 2.64 -0.42 -0.11
H 2.08 1.24 0.07
H 0.07 0.71 -1.40
H 0.65 -0.97 -1.51
H 0.63 -1.11 1.02
H -1.57 -0.79 1.84
H -3.16 0.56 0.71
H -2.73 -0.58 -0.41
```

***

Entry 6:
DFT (ωB97M-V/def2-TZVPD) results for a molecular structure, C26H57NNbO28S9 at a distorted geometry.

Output
* net charge: -1
* gap between HOMO and LUMO: 0.223 Ha
* F_max: 2.68 eV Å⁻¹

```
122
C26H57NNbO28S9 (ωB97M-V/def2-TZVPD)
C -0.51 3.22 2.69
C 0.46 2.55 1.54
C 0.90 0.99 1.90
C -0.33 0.06 2.45
N -0.48 -1.28 1.78
C -0.55 -1.19 0.27
C -1.61 -0.08 -0.31
C -3.20 -0.57 -0.18
C -3.84 0.06 1.20
Nb -6.08 0.46 1.14
C 0.58 -2.24 2.27
S 2.19 -2.31 1.72
S 0.10 -3.46 3.66
C -1.55 -2.88 4.38
C -1.81 -3.34 5.93
C -0.48 -3.16 6.91
H -0.55 4.39 2.68
H -0.16 2.77 3.74
H -1.62 2.84 2.50
H 1.48 3.17 1.45
H -0.07 2.66 0.50
H 1.69 1.10 2.80
H 1.51 0.54 1.01
H -1.39 0.58 2.42
H -0.12 -0.17 3.61
H -0.93 -2.25 -0.11
H 0.51 -1.04 -0.25
H -1.44 1.02 0.08
H -1.42 -0.03 -1.49
H -3.30 -1.75 -0.23
H -3.75 -0.03 -1.08
H -3.32 1.10 1.45
H -3.50 -0.67 2.08
H -6.34 -1.09 2.10
H -5.91 1.42 2.71
H -5.85 1.99 0.16
H -6.30 -0.47 -0.44
H -7.87 0.78 1.26
H -2.45 -3.33 3.74
H -1.63 -1.71 4.33
H -2.19 -4.47 5.98
H -2.70 -2.71 6.41
H 0.15 -4.17 6.82
H -0.81 -2.99 8.02
H 0.19 -2.26 6.52
C -2.59 -3.21 -5.12
C -2.15 -2.67 -3.76
O -2.54 -1.30 -3.76
S -3.91 -1.14 -4.64
O -5.03 -1.14 -3.74
O -3.69 -0.11 -5.63
O -3.85 -2.59 -5.38
H -1.89 -2.92 -5.91
H -2.70 -4.30 -5.11
H -1.07 -2.76 -3.61
H -2.68 -3.17 -2.94
C 4.85 0.52 2.33
C 4.81 1.01 3.77
O 5.91 1.91 3.89
S 6.14 2.65 2.46
O 5.49 3.94 2.51
O 7.52 2.49 2.07
O 5.23 1.65 1.55
H 5.61 -0.25 2.19
H 3.88 0.14 2.00
H 4.91 0.19 4.49
H 3.90 1.57 3.98
C -2.71 0.43 -9.48
C -1.25 0.86 -9.46
O -0.52 -0.32 -9.11
S -1.31 -1.62 -9.70
O -0.69 -1.99 -10.95
O -1.52 -2.55 -8.62
O -2.72 -0.88 -10.03
H -3.12 0.38 -8.47
H -3.33 1.10 -10.08
H -1.06 1.66 -8.75
H -0.92 1.17 -10.46
C 2.23 8.51 2.37
C 2.52 7.01 2.39
O 1.50 6.44 3.20
S 0.14 7.32 3.03
O -0.71 6.66 2.06
O -0.33 7.71 4.34
O 0.81 8.62 2.32
H 2.58 8.99 3.29
H 2.68 9.01 1.51
H 3.51 6.78 2.79
H 2.43 6.58 1.38
C -3.85 -8.69 -7.13
C -4.45 -7.35 -7.56
O -4.57 -6.59 -6.36
S -3.35 -7.00 -5.35
O -2.29 -6.02 -5.50
O -3.91 -7.37 -4.07
O -2.89 -8.36 -6.12
H -4.60 -9.34 -6.69
H -3.36 -9.20 -7.97
H -5.43 -7.47 -8.03
H -3.78 -6.81 -8.24
C 4.22 -4.84 -2.24
C 3.42 -5.34 -1.04
O 4.38 -5.53 0.00
S 5.57 -4.43 -0.18
O 5.30 -3.32 0.70
O 6.84 -5.14 -0.20
O 5.21 -3.97 -1.70
H 4.72 -5.67 -2.74
H 3.59 -4.31 -2.96
H 2.88 -6.27 -1.24
H 2.70 -4.58 -0.70
C 4.29 7.04 7.69
C 3.03 6.93 6.84
O 2.99 8.13 6.07
S 4.51 8.62 5.77
O 4.87 8.16 4.44
O 4.65 9.99 6.19
O 5.26 7.66 6.86
H 4.12 7.69 8.56
H 4.64 6.06 8.03
H 2.12 6.82 7.44
H 3.10 6.09 6.14
```

***

Entry 7:
DFT (ωB97M-V/def2-TZVPD) results for 6 unconnected molecules or ions with the total composition C39H46BrCl2NP at a distorted geometry.

Output
* net charge: +1
* gap between HOMO and LUMO: 0.240 Ha
* F_max: 6.34 eV Å⁻¹

```
90
C39H46BrCl2NP (ωB97M-V/def2-TZVPD)
C -0.10 -2.15 -3.60
C -1.40 -2.42 -4.61
N -1.66 -3.72 -5.05
C -2.32 -1.16 -5.11
P -3.59 -0.53 -3.80
C -5.25 -0.22 -4.67
C -6.52 -1.09 -4.12
C -6.15 -2.47 -3.33
Br -7.70 0.17 -3.07
C -2.94 1.12 -3.00
Cl -2.30 1.12 -1.22
C -2.91 2.43 -3.70
C -2.40 3.86 -2.99
Cl -3.46 2.61 -5.50
H 0.16 -3.07 -2.93
H 0.80 -1.89 -4.33
H -0.36 -1.17 -3.01
H -2.49 -3.71 -5.70
H -2.95 -1.55 -6.04
H -1.57 -0.32 -5.48
H -3.61 -1.49 -2.73
H -5.52 0.93 -4.49
H -5.09 -0.37 -5.83
H -7.15 -1.41 -5.08
H -7.01 -3.25 -3.59
H -6.26 -2.25 -2.17
H -5.13 -2.96 -3.63
H -3.09 4.72 -3.44
H -1.26 4.05 -3.25
H -2.59 3.88 -1.83
C 4.47 -3.08 -6.21
C 3.07 -3.08 -6.15
C 2.40 -4.02 -5.37
C 3.13 -4.95 -4.63
C 4.52 -4.96 -4.68
C 5.19 -4.02 -5.48
H 4.99 -2.36 -6.82
H 2.51 -2.35 -6.72
H 1.32 -4.02 -5.33
H 2.61 -5.68 -4.01
H 5.09 -5.68 -4.11
H 6.28 -4.03 -5.52
C 0.99 -4.63 2.11
C 0.16 -5.00 1.05
C 0.56 -4.77 -0.26
C 1.80 -4.18 -0.52
C 2.63 -3.81 0.54
C 2.23 -4.03 1.85
H 0.68 -4.80 3.14
H -0.80 -5.46 1.26
H -0.09 -5.05 -1.08
H 2.12 -4.01 -1.55
H 3.60 -3.36 0.33
H 2.87 -3.74 2.68
C 2.55 4.42 -0.18
C 1.87 4.19 1.02
C 0.71 3.40 1.02
C 0.25 2.84 -0.16
C 0.93 3.07 -1.36
C 2.08 3.86 -1.37
H 3.45 5.03 -0.19
H 2.24 4.62 1.94
H 0.18 3.23 1.95
H -0.65 2.23 -0.16
H 0.56 2.63 -2.28
H 2.61 4.04 -2.30
C -2.47 1.24 6.07
C -1.37 1.72 6.78
C -0.20 2.06 6.10
C -0.13 1.93 4.72
C -1.23 1.45 4.01
C -2.40 1.10 4.68
H -3.38 0.97 6.60
H -1.43 1.83 7.86
H 0.66 2.43 6.66
H 0.78 2.20 4.19
H -1.18 1.35 2.92
H -3.26 0.73 4.13
C 2.29 4.30 10.24
C 1.83 4.38 8.92
C 2.74 4.32 7.86
C 4.10 4.17 8.12
C 4.56 4.09 9.43
C 3.66 4.16 10.49
H 1.59 4.35 11.06
H 0.77 4.49 8.72
H 2.38 4.39 6.84
H 4.81 4.12 7.29
H 5.62 3.97 9.63
H 4.01 4.10 11.52
```

***

Entry 8:
DFT (ωB97M-V/def2-TZVPD) results for C5H6O in the gas phase.

Output
* relative energy (zero: lowest compared OMol25 entry of this formula, charge and spin): 1.621 eV
* structure (SMILES): C#CCC(C)=O
* gap between HOMO and LUMO: 0.388 Ha
* F_max: 0.51 eV Å⁻¹

```
12
C5H6O (ωB97M-V/def2-TZVPD)
C 0.93 -0.87 1.34
C -0.21 0.05 0.97
O -1.26 0.04 1.56
C 0.01 1.01 -0.21
C -0.61 0.48 -1.42
C -1.17 0.04 -2.40
H 0.72 -1.33 2.30
H 1.89 -0.34 1.37
H 1.02 -1.65 0.57
H 1.07 1.21 -0.38
H -0.48 1.96 0.04
H -1.68 -0.34 -3.25
```